Formula: C3H7N5
Source: the Open Molecules 2025 dataset
Level of theory: ωB97M-V/def2-TZVPD

Computed properties:
Lowest unoccupied orbital energy: 0.611 eV
HOMO-LUMO gap: 9.310 eV
Total charge: 0
SMILES: [H]/N=C(\N)N/C=N/N=C
Highest occupied orbital energy: -8.70 eV

Structure (XYZ):
```
15
Properties=species:S:1:pos:R:3:nbo_charge:R:1
N -1.503 -0.355 -0.002 -0.382
N 2.158 1.385 -0.017 -0.696
N 0.679 -0.404 0.139 -0.615
N 3.010 -0.889 -0.096 -0.875
N -2.595 0.436 0.028 -0.281
C 1.974 0.094 0.008 0.560
C -3.705 -0.228 -0.026 -0.100
C -0.434 0.346 -0.010 0.291
H -4.710 0.262 -0.100 0.183
H 2.791 -1.753 -0.753 0.383
H -3.731 -1.333 -0.268 0.159
H -0.349 1.424 0.030 0.224
H 3.082 -1.265 0.873 0.379
H 0.496 -1.363 0.264 0.411
H 3.172 1.542 -0.243 0.359
```

=====

Formula: C15H30BrCaN5O3S
Source: the Open Molecules 2025 dataset
Level of theory: ωB97M-V/def2-TZVPD

Computed properties:
Lowest unoccupied orbital energy (spin up / spin down): -8.985 / -9.053 eV
HOMO-LUMO gap (spin up / spin down): 5.605 / 5.527 eV
Total charge: +2
Highest occupied orbital energy (spin up / spin down): -14.59 / -14.58 eV

Structure (XYZ):
```
56
Properties=species:S:1:pos:R:3:nbo_charge:R:1
Br -1.786 -2.649 -1.100 0.029
Ca -0.452 0.539 -0.747 1.724
S -1.725 -0.662 1.873 0.152
O 0.042 -6.800 1.210 -0.617
O -2.345 0.850 -1.963 -0.039
O -2.253 2.015 -2.046 0.070
N 0.677 2.428 -1.952 -0.955
N -2.244 2.036 0.745 -0.691
N 0.431 1.748 1.297 -0.716
N 0.411 -2.728 0.595 -0.557
N 1.081 -0.935 -1.958 -0.965
C -3.292 0.290 2.133 -0.525
C 0.211 -5.474 1.054 0.385
C 2.539 1.802 -3.522 -0.418
C 1.969 0.429 -3.882 -0.420
C 2.263 -0.651 -2.846 -0.226
C 0.661 0.800 2.427 -0.239
C 1.267 -3.384 1.411 0.060
C -1.710 2.995 1.720 -0.244
C 2.169 2.354 -2.160 -0.221
C -0.174 3.044 1.702 -0.241
C 1.210 -4.733 1.673 -0.315
C -0.597 0.201 3.030 -0.539
C -3.541 1.372 1.084 -0.233
C -0.688 -4.842 0.212 -0.325
C -0.514 -3.490 0.048 0.179
H -4.127 -0.409 2.106 0.258
H 0.238 2.506 -2.869 0.383
H 0.447 3.320 -1.519 0.389
H 2.241 2.532 -4.280 0.226
H 0.168 3.799 0.995 0.203
H 0.887 0.490 -4.053 0.188
H -3.923 0.926 0.174 0.203
H -4.274 2.086 1.457 0.218
H -2.113 3.982 1.484 0.217
H 1.321 -1.654 -1.273 0.409
H 2.576 -1.571 -3.327 0.214
H 3.081 -0.343 -2.197 0.199
H 2.047 -2.791 1.877 0.208
H -1.478 -5.397 -0.274 0.267
H -2.194 2.334 -0.202 0.341
H 1.929 -5.195 2.339 0.246
H 1.300 -0.001 2.048 0.205
H 0.395 -1.406 -2.551 0.383
H -3.266 0.681 3.148 0.232
H -0.263 -0.531 3.763 0.254
H 2.382 0.128 -4.843 0.252
H 2.600 1.737 -1.367 0.179
H 1.358 1.966 0.935 0.379
H 3.630 1.755 -3.563 0.241
H -2.091 2.736 2.699 0.212
H 1.214 1.291 3.229 0.214
H 0.711 -7.166 1.807 0.501
H 0.181 3.358 2.684 0.218
H -1.178 0.933 3.587 0.229
H 2.592 3.347 -2.051 0.221
```

=====

Formula: C10H10FO2Se
Source: the Open Molecules 2025 dataset
Level of theory: ωB97M-V/def2-TZVPD

Computed properties:
Lowest unoccupied orbital energy: 3.114 eV
HOMO-LUMO gap: 7.352 eV
Total charge: -1
SMILES: C[C@@H](F)[C@H]([Se]c1ccccc1)C(=O)[O-]
Highest occupied orbital energy: -4.24 eV

Structure (XYZ):
```
24
Properties=species:S:1:pos:R:3:nbo_charge:R:1
Se 0.320 1.466 0.883 0.359
F -2.157 2.452 1.785 -0.418
O -0.314 2.978 -1.666 -0.731
O -2.371 2.230 -2.145 -0.773
C 3.768 -0.793 -0.079 -0.226
C -2.493 1.503 0.741 0.184
C 1.251 -0.478 -1.136 -0.275
C -1.284 2.233 -1.536 0.751
C 2.944 0.142 0.470 -0.226
C 1.538 0.231 -0.008 -0.149
C 2.160 -1.234 -1.813 -0.188
C 3.416 -1.441 -1.288 -0.242
C -1.328 1.332 -0.204 -0.515
C -3.090 0.266 1.463 -0.651
H 3.358 0.759 1.284 0.209
H -3.729 -0.129 0.721 0.214
H -1.406 0.217 -0.547 0.220
H 1.823 -1.551 -2.747 0.202
H 3.991 -2.090 -1.771 0.189
H 0.223 -0.289 -1.428 0.220
H -2.226 -0.385 1.750 0.218
H -3.639 0.686 2.350 0.220
H 4.765 -0.960 0.177 0.197
H -3.227 2.155 0.185 0.210
```

=====

Formula: ClH14O11
Source: the Open Molecules 2025 dataset
Level of theory: ωB97M-V/def2-TZVPD

Computed properties:
Lowest unoccupied orbital energy: 2.858 eV
HOMO-LUMO gap: 10.742 eV
Total charge: -1
Highest occupied orbital energy: -7.88 eV

Structure (XYZ):
```
26
Properties=species:S:1:pos:R:3:nbo_charge:R:1
Cl -0.844 0.814 -0.310 2.411
O 1.548 -2.807 -0.445 -0.930
O -0.499 2.265 -0.420 -0.820
O -1.562 0.386 -1.538 -0.803
O 0.381 0.002 -0.036 -0.865
O -0.352 -1.603 -3.120 -0.948
O -3.043 0.914 3.226 -0.943
O 2.412 2.162 -1.097 -0.954
O -1.781 0.631 0.900 -0.866
O 0.665 2.034 2.212 -0.955
O -2.479 -2.115 -0.666 -0.943
O 2.827 -0.238 0.963 -0.974
H -2.082 -1.632 -1.332 0.479
H 1.840 -1.929 -0.646 0.468
H -2.833 0.008 3.496 0.452
H 3.100 0.663 1.119 0.476
H 1.462 2.195 -0.928 0.485
H -0.193 -0.673 -2.986 0.480
H 0.665 1.067 2.355 0.466
H -2.833 0.818 2.300 0.486
H 2.475 1.321 -1.594 0.459
H 0.302 -1.946 -3.762 0.467
H 1.965 -0.075 0.531 0.480
H 0.918 -2.640 0.202 0.463
H -2.100 -1.707 0.107 0.460
H 0.041 2.093 1.461 0.471
```